(A)
# C4H11N2S

A gas-phase ion, C4H11N2S (charge +1) (wB97M-V/def2-TZVPD, OMol25).

Results
**Total charge**: +1
**HOMO level**: -14.14 eV

Last column: Löwdin charge in e.
Cartesian coordinates (Å):
C1 1.403 -0.506 -0.215  -0.1941
C2 -1.070 -0.558 0.025  -0.5152
C3 -0.525 1.934 0.436  -0.1008
C4 -1.417 0.913 -0.217  -0.1823
N1 0.114 -1.021 0.107  0.0400
N2 2.450 -1.617 -0.107  0.0483
S1 -2.287 -1.799 0.359  0.9758
H1 1.472 -0.175 -1.206  0.1126
H2 1.722 0.358 0.455  0.1476
H3 0.531 1.901 0.113  0.0731
H4 -0.633 1.873 1.544  0.1092
H5 -0.955 2.886 0.205  0.0854
H6 -0.959 1.116 -1.252  0.1694
H7 -2.396 1.171 0.031  0.0953
H8 0.155 -1.959 0.302  0.0981
H9 2.388 -2.004 -1.049  0.0801
H10 3.389 -1.415 0.146  0.0701
H11 -3.383 -1.097 0.322  -0.1127

---

(B)
# C4H11N2S

A gas-phase ion, C4H11N2S (charge +1) (wB97M-V/def2-TZVPD, OMol25).

Results
**Total charge**: +1
**HOMO level**: -14.26 eV

Last column: Löwdin charge in e.
Cartesian coordinates (Å):
C1 -1.531 1.476 0.500  -0.1830
C2 0.713 0.670 0.094  -0.6346
C3 1.566 -1.685 0.331  -0.0927
C4 0.412 -0.769 -0.176  -0.2020
N1 -0.060 1.543 0.622  0.0098
N2 -1.672 0.964 -0.893  0.0131
S1 2.328 1.174 -0.176  0.9770
H1 -1.914 0.724 1.248  0.1436
H2 -2.143 2.409 0.593  0.1424
H3 1.933 -1.482 1.321  0.0959
H4 2.363 -1.680 -0.377  0.0495
H5 1.156 -2.592 0.449  0.0452
H6 -0.311 -1.108 0.511  0.0990
H7 0.018 -1.043 -1.192  0.1537
H8 0.334 2.459 1.097  0.2190
H9 -2.562 0.573 -0.986  0.0588
H10 -1.698 1.849 -1.506  0.1366
H11 2.952 0.026 -0.697  -0.0314

---

Quick look at relative energies in hartree: (A) 0.0000; (B) 0.0034.

---

(A)
# C3H5PS

C3H5PS in the gas phase (wB97M-V/def2-TZVPD, OMol25).

Results
**SMILES**: P/C=C/C=S
**HOMO level (alpha / beta)**: -8.90 / -8.90 eV

Last column: Löwdin charge in e.
Cartesian coordinates (Å):
C1 -0.832 0.357 -0.419  -0.4022
C2 0.471 0.023 0.043  -0.2826
C3 1.872 0.527 -0.184  -0.7028
P1 -2.293 -0.731 -0.098  0.8040
S1 3.201 -0.219 0.354  0.6746
H1 -0.848 1.411 -0.949  0.0917
H2 0.405 -0.950 0.559  0.0542
H3 1.798 1.484 -0.705  0.0489
H4 -2.262 -0.179 1.114  -0.1303
H5 -1.512 -1.722 0.285  -0.1556

---

(B)
# C3H5PS

C3H5PS in the gas phase (wB97M-V/def2-TZVPD, OMol25).

Results
**SMILES**: P[C@@H]1[C@H]2S[C@@H]12
**HOMO level**: -8.55 eV

Last column: Löwdin charge in e.
Cartesian coordinates (Å):
C1 0.415 0.590 -0.131  -0.6560
C2 0.453 -0.650 0.709  -0.5428
C3 0.551 -0.739 -0.771  -0.5395
P1 -1.252 1.334 -0.206  0.8091
S1 2.016 -1.330 0.150  0.8327
H1 1.278 1.272 -0.261  0.0929
H2 -0.227 -1.048 1.353  0.0643
H3 0.127 -1.147 -1.733  0.1310
H4 -1.523 1.703 1.129  -0.1180
H5 -1.837 0.016 -0.239  -0.0737

---

Quick look at relative energies in hartree: (A) 0.0000; (B) 0.0129.

---

(A)
# C9H10

A molecular structure, C9H10 (wB97M-V/def2-TZVPD, OMol25).

Results
**HOMO level**: -8.10 eV

Last column: Löwdin charge in e.
Cartesian coordinates (Å):
C1 -1.864 -1.271 0.247  -0.1065
C2 -0.428 -1.662 0.225  -0.0858
C3 -2.458 -0.070 0.148  -0.1105
C4 0.738 0.615 -0.100  -0.1741
C5 1.961 1.215 0.431  -0.0818
C6 2.149 -1.155 -0.261  -0.0837
C7 2.016 0.295 -0.802  -0.2213
C8 0.693 -0.932 0.134  -0.2228
C9 -2.925 1.017 -0.409  -0.0251
H1 -2.528 -2.072 -0.056  0.0964
H2 -0.269 -2.691 -0.193  0.1126
H3 2.088 2.256 0.043  0.1222
H4 2.412 0.869 1.325  0.0929
H5 2.313 -2.009 -0.914  0.1006
H6 2.721 -1.319 0.725  0.1352
H7 2.512 0.621 -1.742  0.1417
H8 -0.525 0.920 -0.491  0.2001
H9 -3.457 1.837 -0.099  0.0175
H10 -2.600 1.132 -1.492  0.0926

---

(B)
# C9H10

A molecular structure, C9H10 (wB97M-V/def2-TZVPD, OMol25).

Results
**HOMO level (alpha / beta)**: -8.15 / -8.15 eV

Last column: Löwdin charge in e.
Cartesian coordinates (Å):
C1 -2.001 1.286 1.813  -0.1088
C2 -2.658 0.052 1.968  -0.1268
C3 -0.818 0.967 1.096  -0.0765
C4 0.665 -1.011 0.198  -0.1116
C5 1.018 -1.440 -2.203  0.0572
C6 -1.684 -0.750 1.568  0.0763
C7 -0.616 -0.462 0.840  -0.1949
C8 1.069 -0.566 -1.190  -0.3930
C9 1.581 0.780 -1.346  -0.0956
H1 -2.439 2.227 2.141  0.1007
H2 -3.586 -0.272 2.464  0.1156
H3 0.142 1.535 0.982  0.1174
H4 0.801 -2.466 -2.310  0.0471
H5 1.352 -0.577 0.913  0.1111
H6 0.702 -2.097 0.400  0.1270
H7 1.549 -0.998 -3.098  0.0784
H8 0.813 1.461 -0.808  0.0845
H9 1.550 1.104 -2.417  0.0879
H10 2.562 1.226 -1.010  0.1039

---

Quick look at relative energies in hartree: (A) 0.0000; (B) 0.0053.

---

(A)
# C7H10N

A gas-phase ion, C7H10N (charge +1) (wB97M-V/def2-TZVPD, OMol25).

Results
**Total charge**: +1
**HOMO level (alpha / beta)**: -13.62 / -13.62 eV

Last column: Löwdin charge in e.
Cartesian coordinates (Å):
C1 -1.041 1.366 0.617  -0.0555
C2 0.162 1.434 0.721  0.0539
C3 -2.364 0.786 0.698  -0.1478
C4 1.568 1.036 0.425  -0.1968
C5 -2.042 -0.635 0.330  -0.0999
C6 -1.032 -1.429 0.090  0.3509
C7 1.661 -0.618 -1.370  -0.0704
N1 1.393 -0.312 0.020  -0.0766
H1 -2.969 0.684 1.655  0.1640
H2 -3.031 1.452 0.060  0.1609
H3 2.054 1.642 -0.267  0.1116
H4 2.273 1.272 1.172  0.1198
H5 -3.005 -1.149 0.295  0.1631
H6 -0.623 -2.412 -0.019  0.0972
H7 1.234 0.140 -1.969  0.0888
H8 2.758 -0.829 -1.607  0.1302
H9 1.115 -1.509 -1.539  0.0527
H10 1.889 -0.918 0.687  0.1537

---

(B)
# C7H10N

A gas-phase ion, C7H10N (charge +1) (wB97M-V/def2-TZVPD, OMol25).

Results
**Total charge**: +1
**SMILES**: C#C[C@H]1CC=[NH+][C@@H]1C
**HOMO level**: -13.88 eV

Last column: Löwdin charge in e.
Cartesian coordinates (Å):
C1 3.156 -0.628 -0.019  0.1114
C2 2.068 -0.257 0.413  -0.0879
C3 0.554 -0.060 0.831  -0.2119
C4 0.045 1.450 0.751  -0.0543
C5 -0.546 1.586 -0.701  0.0728
N1 -0.667 0.420 -1.294  0.1073
C6 -0.265 -0.703 -0.398  -0.2505
C7 -1.663 -1.212 0.196  -0.0304
H1 3.990 -1.229 -0.475  0.0755
H2 0.355 -0.630 1.787  0.1543
H3 -0.472 1.929 1.629  0.1464
H4 1.024 2.032 0.667  0.1419
H5 -0.852 2.527 -1.257  0.1744
H6 -1.006 0.286 -2.254  0.1936
H7 0.380 -1.448 -0.967  0.1685
H8 -1.691 -1.154 1.329  0.0936
H9 -1.869 -2.306 -0.057  0.1011
H10 -2.542 -0.602 -0.182  0.0945

---

Quick look at relative energies in hartree: (A) 0.1405; (B) 0.0000.

---

(A)
# C3H8NOS

A gas-phase ion, C3H8NOS (charge -1) (wB97M-V/def2-TZVPD, OMol25).

Results
**Total charge**: -1
**SMILES**: N[C@H](C[O-])CS
**HOMO level**: -2.73 eV

Last column: Löwdin charge in e.
Cartesian coordinates (Å):
C1 0.822 -1.614 -0.548  -0.4800
O1 0.305 -2.362 -1.560  -0.3738
C2 0.214 -0.164 -0.501  -0.4827
C3 -0.009 0.203 0.966  -0.5849
S1 -0.050 1.989 1.369  0.5979
N1 -1.082 -0.145 -1.201  -0.0028
H1 0.523 -2.098 0.425  0.0777
H2 1.923 -1.516 -0.501  0.0791
H3 0.922 0.547 -0.943  0.1092
H4 0.548 -0.350 1.725  0.0546
H5 -1.006 -0.218 1.167  0.0672
H6 -1.199 2.295 0.694  -0.1530
H7 -1.142 -1.167 -1.410  0.0470
H8 -0.916 0.169 -2.146  0.0445

---

(B)
# C3H8NOS

2 unconnected molecules or ions with the total composition C3H8NOS (wB97M-V/def2-TZVPD, OMol25).

Results
**Total charge**: -1
**HOMO level**: -2.28 eV

Last column: Löwdin charge in e.
Cartesian coordinates (Å):
C1 2.187 0.849 -2.142  -0.7316
S1 0.779 -0.248 -2.537  0.0576
H1 2.761 1.084 -3.042  -0.0298
H2 1.831 1.761 -1.660  -0.0241
H3 2.901 0.362 -1.467  -0.0247
C2 -1.770 0.283 2.201  -0.4141
N1 -0.873 -0.585 1.683  -0.0326
C3 -0.873 -0.943 0.265  -0.1257
O1 -2.723 0.772 1.628  -0.0102
H4 -1.596 0.467 3.281  0.1144
H5 -0.002 -0.677 2.173  0.1143
H6 -1.705 -0.490 -0.261  0.0700
H7 -0.962 -2.022 0.125  0.0716
H8 0.045 -0.613 -0.248  -0.0351

---

Quick look at relative energies in hartree: (A) 0.0416; (B) 0.0000.

---

(A)
# C5H9N2

2 unconnected molecules or ions with the total composition C5H9N2 (wB97M-V/def2-TZVPD, OMol25).

Results
**Total charge**: +1
**HOMO level (alpha / beta)**: -11.60 / -10.20 eV

Last column: Löwdin charge in e.
Cartesian coordinates (Å):
C1 3.282 -0.876 -0.107  -0.1138
C2 3.812 1.137 -0.099  -0.1319
C3 2.762 0.204 0.417  -0.0833
C4 -3.143 0.469 -0.350  0.0283
C5 -1.002 -0.691 -0.053  0.1110
N1 4.451 0.051 0.007  0.0818
N2 -2.104 -0.052 0.600  -0.0910
H1 3.406 -2.019 -0.287  0.1370
H2 3.785 2.221 -0.395  0.1396
H3 -3.828 1.017 0.163  0.0715
H4 -2.620 1.115 -1.049  0.1076
H5 -3.325 -0.406 -1.054  0.1418
H6 -1.257 -1.645 -0.549  0.1137
H7 -0.036 -0.321 0.095  0.0446
H8 -1.640 0.553 1.384  0.2326
H9 -2.541 -0.759 1.278  0.2107

---

(B)
# C5H9N2

A gas-phase ion, C5H9N2 (charge +1) (wB97M-V/def2-TZVPD, OMol25).

Results
**Total charge**: +1
**SMILES**: [H]/N=C/C1=[NH+]CCC1
**HOMO level**: -15.24 eV

Last column: Löwdin charge in e.
Cartesian coordinates (Å):
C1 -0.204 0.628 0.033  -0.0190
C2 1.168 -1.055 -0.944  -0.1874
C3 0.798 0.331 -1.198  -0.0953
C4 0.008 -1.664 -0.078  -0.0872
C5 -0.766 1.907 1.013  -0.0768
N1 -1.746 1.673 1.754  0.1312
N2 -0.577 -0.464 0.516  0.0806
H1 1.298 -1.676 -1.920  0.1595
H2 2.211 -1.049 -0.491  0.1419
H3 1.662 1.042 -1.300  0.1489
H4 0.085 0.290 -2.028  0.1349
H5 -0.753 -2.195 -0.710  0.1496
H6 0.219 -2.335 0.797  0.1498
H7 -0.116 2.798 0.996  0.1214
H8 -1.954 2.407 2.404  0.0794
H9 -1.333 -0.639 1.157  0.1686

---

Quick look at relative energies in hartree: (A) 0.3186; (B) 0.0000.

---

(A)
# C5H9N2

A gas-phase ion, C5H9N2 (charge +1) (wB97M-V/def2-TZVPD, OMol25).

Results
**Total charge**: +1
**SMILES**: C[C@@]12C[C@@H]1[NH+]=CN2
**HOMO level**: -14.08 eV

Last column: Löwdin charge in e.
Cartesian coordinates (Å):
C1 0.988 1.415 -0.730  -0.0436
C2 0.704 -1.337 0.438  0.0587
C3 0.155 -0.704 -0.897  -0.1683
C4 -0.231 -0.099 0.388  -0.4605
C5 -1.596 -0.230 0.987  -0.0027
N1 0.451 1.152 0.428  0.1549
N2 0.931 0.331 -1.503  0.1036
H1 1.431 2.409 -0.886  0.1813
H2 0.409 -2.433 0.645  0.1560
H3 1.737 -1.058 0.557  0.1058
H4 -0.594 -1.073 -1.570  0.1595
H5 -1.622 0.211 2.031  0.1098
H6 -1.988 -1.226 1.006  0.0807
H7 -2.361 0.417 0.372  0.1297
H8 0.404 1.651 1.305  0.1885
H9 1.184 0.572 -2.570  0.2465

---

(B)
# C5H9N2

A gas-phase ion, C5H9N2 (charge +1) (wB97M-V/def2-TZVPD, OMol25).

Results
**Total charge**: +1
**SMILES**: C/C=[N+]1\N=C[C@H]1C
**HOMO level**: -15.82 eV

Last column: Löwdin charge in e.
Cartesian coordinates (Å):
C1 1.241 1.293 0.673  0.0270
C2 -1.375 -0.226 -0.503  -0.0291
C3 1.276 0.170 -0.329  -0.1921
C4 -2.565 0.311 0.048  -0.0171
C5 1.940 -1.183 -0.033  -0.0230
N1 -0.031 1.346 0.810  0.1973
N2 -0.248 0.269 -0.148  -0.0078
H1 1.838 2.029 1.005  0.1019
H2 -1.417 -1.142 -1.122  0.1775
H3 1.545 0.441 -1.323  0.1433
H4 -2.570 0.020 1.127  0.1439
H5 -2.583 1.413 -0.004  0.1259
H6 -3.307 -0.127 -0.476  0.0561
H7 1.561 -1.583 0.934  0.0975
H8 2.968 -1.020 0.157  0.0719
H9 1.728 -2.011 -0.817  0.1268

---

(C)
# C5H9N2

A gas-phase ion, C5H9N2 (charge +1) (wB97M-V/def2-TZVPD, OMol25).

Results
**Total charge**: +1
**HOMO level**: -13.09 eV

Last column: Löwdin charge in e.
Cartesian coordinates (Å):
C1 -0.955 0.438 1.919  -0.4115
C2 -1.609 1.247 2.714  0.2867
C3 -0.193 1.176 0.816  -0.0920
C4 0.455 -0.146 0.493  -0.2497
C5 0.519 -0.146 -2.055  0.0400
N1 -0.332 -0.803 1.547  0.0542
N2 -0.081 -0.770 -0.841  0.0415
H1 -0.675 1.628 -0.051  0.1220
H2 0.425 1.965 1.257  0.1371
H3 1.632 -0.286 0.573  0.2096
H4 0.327 0.828 -1.900  0.0650
H5 1.475 -0.487 -2.217  0.0926
H6 0.015 -0.517 -2.876  0.0929
H7 0.017 -1.615 2.181  0.1981
H8 0.118 -1.819 -0.782  0.2080
H9 -1.137 -0.691 -0.776  0.2055

---

(D)
# C5H9N2

A gas-phase ion, C5H9N2 (charge +1) (wB97M-V/def2-TZVPD, OMol25).

Results
**Total charge**: +1
**SMILES**: C=C/C=[NH+]\C=N\C
**HOMO level**: -14.21 eV

Last column: Löwdin charge in e.
Cartesian coordinates (Å):
C1 -0.504 0.187 1.099  -0.1265
C2 0.348 -0.752 -3.176  0.1658
C3 0.299 -0.314 -1.889  -0.1254
C4 -0.635 0.562 -1.420  -0.0605
C5 0.875 0.009 2.944  -0.1060
N1 0.483 0.679 1.730  0.0337
N2 -0.937 0.826 -0.171  0.1321
H1 -1.135 -0.459 1.562  0.1066
H2 -0.437 -0.561 -3.846  0.0731
H3 0.992 -1.596 -3.463  0.1056
H4 1.051 -0.721 -1.088  0.1648
H5 -1.261 1.090 -2.185  0.1765
H6 -0.013 -0.233 3.523  0.0726
H7 1.425 -0.901 2.725  0.0951
H8 1.237 0.816 3.684  0.1218
H9 -1.789 1.368 -0.030  0.1706

---

Quick look at relative energies in hartree: (A) 0.0000; (B) 0.0608; (C) 0.1796; (D) 0.0514.

---

(A)
# C5H9N2

A gas-phase ion, C5H9N2 (charge +1) (wB97M-V/def2-TZVPD, OMol25).

Results
**Total charge**: +1
**SMILES**: CN/C=C\[N+]1=CC1
**HOMO level (alpha / beta)**: -13.26 / -13.26 eV

Last column: Löwdin charge in e.
Cartesian coordinates (Å):
C1 0.291 1.444 -0.500  -0.0410
C2 -0.927 0.771 -0.389  -0.0411
C3 2.585 0.547 0.437  -0.0410
C4 1.445 -0.449 0.459  -0.0001
C5 -2.229 -1.330 -0.229  0.0055
N1 1.289 0.776 -0.019  -0.0781
N2 -0.954 -0.540 -0.170  -0.0117
H1 0.369 2.602 -0.553  0.1818
H2 -1.946 1.360 -0.617  0.1966
H3 2.932 1.167 1.269  0.1257
H4 3.481 0.254 -0.166  0.1324
H5 1.220 -0.901 1.447  0.1689
H6 -3.035 -0.700 -0.679  0.1088
H7 -1.937 -2.374 -0.695  0.1504
H8 -2.522 -1.556 0.695  0.0323
H9 -0.062 -1.072 -0.288  0.1104

---

(B)
# C5H9N2

2 unconnected molecules or ions with the total composition C5H9N2 (wB97M-V/def2-TZVPD, OMol25).

Results
**Total charge**: +1
**HOMO level**: -15.26 eV

Last column: Löwdin charge in e.
Cartesian coordinates (Å):
C1 -3.885 -0.760 -0.386  0.0515
C2 -1.614 1.873 0.305  0.1555
C3 -0.507 -0.265 -0.080  -0.0345
C4 1.969 -0.846 -0.241  -0.0915
C5 0.868 -0.350 0.763  -0.1321
N1 -3.177 -0.191 0.336  0.0582
N2 -1.338 0.670 -0.054  -0.0344
H1 -4.535 -1.436 -1.009  0.1144
H2 -1.974 1.723 1.318  0.1140
H3 -1.826 2.858 -0.156  0.1405
H4 -1.051 -1.155 -0.466  0.1489
H5 2.941 -0.908 0.145  0.0548
H6 1.884 -0.171 -1.118  0.0779
H7 1.551 -1.766 -0.840  0.1172
H8 1.224 0.547 1.348  0.1336
H9 0.462 -1.171 1.412  0.1258

---

Quick look at relative energies in hartree: (A) 0.0169; (B) 0.0000.